# 1
Below is a single C3H8N2O molecule in a non-equilibrium geometry, with properties calculated with the ωB97M-V functional and the def2-TZVPD basis.

Structure (XYZ):
```
14
Properties=species:S:1:pos:R:3:forces:R:3:mulliken_charge:R:1
C -0.516168 -1.435395 0.105475 1.0 -2.6 -1.9 -0.45
C -0.660614 -0.108430 -0.448627 -3.5 1.8 1.1 0.20
C -1.769100 0.819482 0.148541 0.6 -3.7 1.0 -1.34
N 0.423058 -0.391320 0.388222 1.5 1.9 2.1 -0.24
N 2.440109 0.758024 0.046492 -0.5 1.3 1.3 -0.46
O 1.698362 -0.416357 -0.293089 1.2 -0.6 -0.5 -0.13
H -1.184895 -1.858806 0.845937 0.4 0.3 0.5 0.23
H -0.171324 -2.170935 -0.639147 -0.2 0.2 0.4 0.29
H -0.504723 0.012037 -1.459261 0.7 0.1 -2.1 0.47
H -2.046803 0.370941 1.134342 -0.1 0.2 -0.8 0.27
H -2.654407 0.961540 -0.422403 -0.5 0.1 -0.7 0.36
H -1.304726 1.673238 0.421818 1.2 3.3 0.5 0.34
H 3.134274 0.653572 0.779207 -0.8 -1.4 1.0 0.22
H 3.116952 1.132412 -0.607513 -1.1 -0.8 -1.9 0.25
```
Forces are in eV/Å.

Values from the calculation:
SMILES: C[C@@H]1CN1ON
relative energy (zero: lowest compared OMol25 entry of this formula, charge and spin): 142.8 kcal/mol
LUMO: 1.28 eV
total energy: -8263.1354 eV
net charge: 0
Kohn-Sham gap: 0.382 hartree
strongest force on any atom: 0.080 Eh/bohr


# 2
Below is a single C3H8N2O molecule, with properties calculated with the ωB97M-V functional and the def2-TZVPD basis.

Structure (XYZ):
```
14
Properties=species:S:1:pos:R:3:forces:R:3:mulliken_charge:R:1
C 0.963474 -0.142529 1.196770 0.1 0.0 0.2 -0.95
N 0.283325 -0.280194 -0.084438 0.0 0.2 0.0 -0.12
C 0.913241 0.581957 -1.078064 0.1 0.2 -0.2 -0.94
C -1.099458 0.111880 0.070959 -0.1 0.0 0.0 0.55
O -1.465662 1.193253 0.485766 0.0 -0.5 -0.2 -0.60
N -1.900780 -0.909761 -0.316641 -0.1 0.0 0.0 -0.34
H 0.451230 -0.749711 1.949294 0.1 0.0 -0.1 0.30
H 1.993341 -0.495275 1.084494 -0.2 0.0 0.1 0.31
H 0.974677 0.902788 1.537632 0.0 -0.1 0.0 0.35
H 0.965749 1.627234 -0.734075 0.0 -0.1 -0.1 0.35
H 1.928661 0.218967 -1.274167 -0.2 0.1 0.0 0.31
H 0.333802 0.554875 -2.007771 0.2 0.0 0.1 0.30
H -2.906506 -0.847961 -0.248964 0.3 0.0 0.0 0.24
H -1.435095 -1.765523 -0.580797 -0.3 0.2 0.0 0.25
```
Forces are in eV/Å.

Values from the calculation:
SMILES: CN(C)C(N)=O
relative energy (zero: lowest compared OMol25 entry of this formula, charge and spin): 14.8 kcal/mol
LUMO: 1.00 eV
total energy: -8268.6839 eV
net charge: 0
Kohn-Sham gap: 0.374 hartree
strongest force on any atom: 0.010 Eh/bohr


# 3
Below is a single C3H8N2O molecule in a non-equilibrium geometry, with properties calculated with the ωB97M-V functional and the def2-TZVPD basis.

Structure (XYZ):
```
14
Properties=species:S:1:pos:R:3:forces:R:3:mulliken_charge:R:1
C 0.593315 1.220050 0.272437 -3.1 0.3 -1.9 -0.73
C 0.618344 -0.218181 -0.006912 -1.8 -1.2 -0.1 0.83
N 1.717602 -0.707664 -0.721904 0.8 0.1 -0.5 -0.60
N -1.600861 -0.689364 0.917882 -1.2 0.7 0.2 -0.41
C -0.533970 -0.944881 0.112984 2.6 -0.8 0.4 -0.43
O -0.420346 1.750254 -0.880781 2.2 1.1 0.8 -0.57
H -1.347420 1.458694 -0.926321 0.8 -0.6 1.0 0.31
H 1.937342 -0.110991 -1.517284 0.0 -0.3 0.0 0.22
H 1.622835 -1.672565 -1.021307 0.0 0.3 0.1 0.21
H -2.161113 -1.487873 1.195019 0.2 0.7 0.2 0.22
H -1.550664 0.139346 1.500113 -0.4 -0.6 0.1 0.16
H 0.110570 1.510761 1.203531 0.2 0.0 0.1 0.25
H 1.550814 1.720975 0.127442 -0.4 0.1 -0.2 0.31
H -0.536447 -1.968561 -0.254900 0.1 0.1 -0.3 0.24
```
Forces are in eV/Å.

Values from the calculation:
SMILES: N/C=C(/N)CO
relative energy (zero: lowest compared OMol25 entry of this formula, charge and spin): 63.4 kcal/mol
LUMO: 0.92 eV
total energy: -8266.5755 eV
net charge: 0
Kohn-Sham gap: 0.293 hartree
strongest force on any atom: 0.071 Eh/bohr


# 4
Below is a single C3H8N2O molecule, with properties calculated with the ωB97M-V functional and the def2-TZVPD basis.

Structure (XYZ):
```
14
Properties=species:S:1:pos:R:3:forces:R:3:mulliken_charge:R:1
C -2.180330 0.381696 0.172132 -0.1 -0.1 0.0 -0.80
N -0.735776 0.466942 0.013988 0.3 0.0 0.0 -0.20
C 0.070477 -0.604573 -0.245336 0.3 0.1 0.1 0.75
O -0.570944 -1.741915 -0.588146 0.0 -0.1 0.0 -0.55
N 1.340424 -0.726573 -0.246256 -0.2 0.1 0.0 -0.66
C 2.242563 0.330657 0.089897 0.1 0.2 0.1 -0.88
H -2.632545 1.343144 -0.101769 0.1 -0.2 0.1 0.30
H -2.486749 0.126280 1.198389 0.1 0.0 -0.2 0.27
H -2.557796 -0.385919 -0.506891 0.0 0.2 0.1 0.29
H -0.272897 1.279375 0.390875 0.0 -0.1 -0.1 0.23
H 0.248984 -2.268925 -0.712837 -0.7 -0.4 -0.1 0.38
H 3.247944 -0.102092 0.117040 -0.1 0.3 0.1 0.27
H 2.245594 1.133823 -0.661925 0.0 0.0 0.1 0.31
H 2.041054 0.768077 1.080845 0.0 0.0 -0.1 0.30
```
Forces are in eV/Å.

Values from the calculation:
SMILES: C/N=C(/O)NC
relative energy (zero: lowest compared OMol25 entry of this formula, charge and spin): 27.1 kcal/mol
LUMO: 0.90 eV
total energy: -8268.1525 eV
net charge: 0
Kohn-Sham gap: 0.351 hartree
strongest force on any atom: 0.016 Eh/bohr


# 5
Below is a single C3H8N2O molecule in a non-equilibrium geometry, with properties calculated with the ωB97M-V functional and the def2-TZVPD basis.

Structure (XYZ):
```
14
Properties=species:S:1:pos:R:3:forces:R:3:mulliken_charge:R:1
C -0.029056 -1.967548 -0.823816 -0.5 0.0 -0.4 -0.93
C -0.081495 -1.065450 0.456852 0.6 0.1 -1.4 -0.12
C -0.121515 2.236072 0.364965 -0.8 1.5 0.8 -0.07
H 0.990416 -2.398860 -0.959987 -0.9 0.1 0.2 0.25
H -0.226969 -1.312511 -1.731037 0.3 -0.6 1.2 0.25
H -0.836708 -2.766206 -0.906205 1.2 0.9 0.6 0.32
H 0.397122 -1.419475 1.388957 -0.3 -0.4 -0.6 0.30
H -1.073410 -0.697840 0.664352 -0.5 -0.3 0.2 0.27
H 1.283759 1.333599 1.418252 1.0 0.2 0.6 0.24
H -0.140162 3.098968 1.023610 0.2 0.1 0.2 0.37
H -0.524622 1.404241 -1.169883 -0.4 0.0 -0.5 0.35
N 0.417820 1.135537 0.982426 0.0 -1.3 -0.9 -0.31
N -0.710077 2.312914 -0.737222 0.3 -0.5 -0.8 -0.65
O 0.654898 0.106559 0.028736 0.0 0.1 0.8 -0.28
```
Forces are in eV/Å.

Values from the calculation:
SMILES: [H]/N=C\NOCC
relative energy (zero: lowest compared OMol25 entry of this formula, charge and spin): 75.9 kcal/mol
LUMO: 0.94 eV
total energy: -8266.0366 eV
net charge: 0
Kohn-Sham gap: 0.395 hartree
strongest force on any atom: 0.037 Eh/bohr


# 6
Below is a molecular structure, C3H8N2O in a non-equilibrium geometry, with properties calculated with the ωB97M-V functional and the def2-TZVPD basis.

Structure (XYZ):
```
14
Properties=species:S:1:pos:R:3:forces:R:3:mulliken_charge:R:1
C 0.545587 -0.351159 -0.437583 -3.2 0.6 1.5 -0.34
C -1.214237 0.186977 0.439181 1.2 -0.6 -0.9 -0.87
C 1.151554 0.551544 0.392157 1.4 0.7 -0.2 0.66
N -2.218455 -0.648525 -0.086155 -0.4 -0.1 0.0 -0.50
O 2.549232 -0.726460 -0.782570 0.5 0.6 0.2 -0.85
N 1.499890 1.466299 1.089271 -0.3 -0.9 -0.4 -0.47
H 2.962654 -0.138845 -1.430628 0.1 -0.1 0.1 0.22
H 0.850640 2.001421 1.661654 0.1 -0.1 -0.1 0.31
H -2.115611 -1.626662 0.149391 0.0 0.1 0.0 0.24
H -2.377722 -0.542666 -1.079177 0.0 0.0 0.1 0.24
H 0.540948 -1.395631 -0.163707 0.2 0.0 -0.1 0.29
H 0.297499 -0.053957 -1.445660 0.3 -0.1 0.0 0.27
H -1.378793 1.232113 0.181817 0.1 0.0 0.0 0.39
H -1.093185 0.045553 1.512011 0.1 0.0 0.0 0.40
```
Forces are in eV/Å.

Values from the calculation:
relative energy (zero: lowest compared OMol25 entry of this formula, charge and spin): 146.3 kcal/mol
LUMO (spin up / spin down): 0.52 / 0.52 eV
total energy: -8262.9833 eV
net charge: 0
Kohn-Sham gap (spin up / spin down): 0.280 / 0.280 hartree
strongest force on any atom: 0.069 Eh/bohr


# 7
Below is a single C3H8N2O molecule in a non-equilibrium geometry, with properties calculated with the ωB97M-V functional and the def2-TZVPD basis.

Structure (XYZ):
```
14
Properties=species:S:1:pos:R:3:forces:R:3:mulliken_charge:R:1
C 0.470709 -0.599733 -0.360705 -2.3 -1.3 -1.4 0.45
C -1.724819 0.300901 0.430491 -0.1 -3.5 0.1 -1.25
C -1.006366 -0.445640 -0.649989 0.3 -1.7 0.8 -0.41
N 2.446154 0.601678 0.274377 1.0 -0.5 -0.7 -0.67
N 1.110402 0.522668 -0.161572 -0.7 3.7 1.7 -0.01
O 0.950718 -1.693557 -0.458066 1.7 -1.6 0.3 -0.63
H -2.767728 0.151289 0.226229 -0.7 0.0 0.7 0.34
H -1.535222 1.278169 0.328514 0.6 3.9 0.2 0.45
H -1.335708 -0.150967 1.368030 -0.9 0.7 -0.2 0.31
H -1.378236 -1.472346 -0.667517 0.1 0.0 0.1 0.28
H -1.161471 -0.123351 -1.637719 -0.2 1.0 -1.3 0.34
H 2.507213 0.523329 1.279172 -0.2 -0.2 0.2 0.23
H 2.987007 -0.204909 -0.117775 -1.0 1.0 0.3 0.30
H 0.437350 1.312469 0.146531 2.3 -1.5 -0.9 0.26
```
Forces are in eV/Å.

Values from the calculation:
SMILES: CCC(=O)NN
relative energy (zero: lowest compared OMol25 entry of this formula, charge and spin): 47.9 kcal/mol
LUMO: 0.86 eV
total energy: -8267.2480 eV
net charge: 0
Kohn-Sham gap: 0.374 hartree
strongest force on any atom: 0.081 Eh/bohr


# 8
Below is a single C3H8N2O molecule, with properties calculated with the ωB97M-V functional and the def2-TZVPD basis.

Structure (XYZ):
```
14
Properties=species:S:1:pos:R:3:forces:R:3:mulliken_charge:R:1
C 0.746314 0.105703 2.364026 0.1 0.1 0.1 -0.71
C -0.803149 0.659543 -0.814690 0.0 0.0 0.4 0.07
C -0.062077 -0.923621 -2.340926 0.3 -0.4 -0.2 -0.62
H 0.130566 -0.376766 3.148068 0.4 0.1 -0.1 0.23
H 1.392614 -0.652530 1.901354 -0.2 0.3 0.2 0.28
H 1.392870 0.898158 2.814990 -0.4 -0.6 -0.2 0.24
H -0.738273 1.409697 1.562442 0.3 -0.4 -0.2 0.21
H -1.412202 1.553566 -0.711235 0.0 0.0 0.2 0.34
H -0.400768 -1.789904 -1.758623 0.2 0.1 -0.1 0.27
H -0.150186 -1.126192 -3.409549 -0.1 0.0 0.1 0.24
H 0.995906 -0.711241 -2.103967 -0.5 0.0 0.0 0.27
N -0.091002 0.656635 1.333291 -0.2 0.7 0.1 -0.21
N -0.096021 0.116065 0.088409 -0.3 0.1 -0.4 -0.24
O -0.904591 0.180889 -2.073590 0.4 0.1 0.0 -0.35
```
Forces are in eV/Å.

Values from the calculation:
SMILES: CN/N=C/OC
relative energy (zero: lowest compared OMol25 entry of this formula, charge and spin): 65.9 kcal/mol
LUMO: 1.09 eV
total energy: -8266.4697 eV
net charge: 0
Kohn-Sham gap: 0.320 hartree
strongest force on any atom: 0.015 Eh/bohr


# 9
Below is 3 unconnected molecules or ions with the total composition C3H8N2O in a non-equilibrium geometry, with properties calculated with the ωB97M-V functional and the def2-TZVPD basis.

Structure (XYZ):
```
14
Properties=species:S:1:pos:R:3:forces:R:3:mulliken_charge:R:1
C 1.219172 -2.184865 -0.304902 0.3 0.2 0.2 -1.00
C 0.941241 -0.705141 -0.107099 -0.9 -0.7 -0.6 0.36
N 1.694356 0.122446 0.416417 0.2 -0.7 -0.1 -0.55
H 0.930027 1.379866 0.388485 -1.5 2.3 -0.3 0.41
H -0.077473 -0.386232 -0.494528 0.8 0.1 0.3 0.35
H 0.453029 -2.772468 0.207219 0.1 0.1 0.0 0.28
H 2.202410 -2.445643 0.082528 0.0 -0.1 0.0 0.30
H 1.164886 -2.426099 -1.369433 0.0 0.1 0.1 0.29
C -2.326987 1.179227 0.417688 0.0 0.1 0.0 -0.22
O 0.210019 2.165472 0.206951 2.6 -0.3 0.9 -0.69
N -1.478056 1.150929 -0.490359 -1.6 -1.0 -0.7 -0.39
H 0.502960 2.578264 -0.618205 0.0 -0.1 0.2 0.33
H -3.027576 0.341228 0.533438 0.0 0.1 0.0 0.27
H -2.408009 2.003016 1.131800 0.1 0.0 0.0 0.27
```
Forces are in eV/Å.

Values from the calculation:
relative energy (zero: lowest compared OMol25 entry of this formula, charge and spin): 138.3 kcal/mol
LUMO (spin up / spin down): 0.62 / -1.21 eV
total energy: -8263.3294 eV
net charge: 0
Kohn-Sham gap (spin up / spin down): 0.374 / 0.258 hartree
strongest force on any atom: 0.054 Eh/bohr